(1)
Entry from the OMol25 dataset: a structure of composition C22H20GaO3PS3 (wB97M-V/def2-TZVPD).

Geometry as XYZ:
```
50
Properties=species:S:1:pos:R:3:forces:R:3:mulliken_charge:R:1
Ga 0.5279 -1.9620 0.0280 -0.134 0.318 -0.380 0.8939
O 2.0182 -1.1348 1.5952 -0.034 0.003 0.359 -0.6457
S 3.0720 -1.1564 0.5766 0.027 -0.206 -0.219 1.3262
O 4.3436 -1.6794 0.9471 0.057 -0.012 -0.204 -0.6621
O 2.4209 -1.8193 -0.6280 0.082 0.056 0.346 -0.4725
C 3.2600 0.5344 0.0925 0.059 -0.005 -0.008 0.4443
C 4.5266 1.0733 -0.0319 0.003 0.058 -0.014 -0.5671
C 4.6613 2.4010 -0.4203 0.056 -0.078 0.027 -0.6128
C 3.5367 3.1632 -0.6846 -0.051 0.027 0.001 -0.6923
C 2.2686 2.6094 -0.5584 0.002 0.048 -0.008 -0.2210
C 2.1133 1.2897 -0.1554 -0.033 -0.051 -0.055 -0.5601
P 0.4512 0.5443 -0.0174 0.006 0.028 0.154 1.0216
C -0.4820 1.3512 -1.3396 -0.017 0.026 -0.034 0.4350
C -1.3174 2.4408 -1.1100 -0.014 -0.037 -0.001 -0.1432
C -1.9869 3.0349 -2.1699 -0.006 0.005 -0.014 -0.7206
C -1.8223 2.5465 -3.4577 -0.009 0.017 0.000 -0.4671
C -0.9887 1.4613 -3.6910 0.009 -0.013 -0.011 -0.7893
C -0.3223 0.8620 -2.6357 0.021 0.011 0.024 -0.4409
C -0.2548 1.1487 1.5322 -0.018 0.000 -0.012 0.0761
C 0.4365 1.9615 2.4214 0.015 0.023 0.000 -0.3871
C -0.1602 2.3409 3.6160 0.005 0.003 0.002 -0.7000
C -1.4420 1.9108 3.9224 -0.008 -0.010 -0.010 -0.4786
C -2.1323 1.0921 3.0371 -0.002 0.014 0.016 -0.7115
C -1.5400 0.7063 1.8471 -0.017 -0.027 -0.006 -0.2734
H 5.3866 0.4524 0.1778 0.002 0.001 -0.004 0.5587
H 5.6473 2.8346 -0.5196 0.005 -0.004 -0.001 0.4008
H 3.6410 4.1948 -0.9933 -0.004 0.004 -0.001 0.4262
H 1.3949 3.2092 -0.7799 -0.006 0.012 -0.004 0.4766
H -1.4526 2.8182 -0.1044 -0.003 0.007 0.006 0.3917
H -2.6401 3.8783 -1.9885 -0.001 0.005 0.004 0.4239
H -2.3494 3.0097 -4.2815 -0.001 0.000 -0.006 0.3880
H -0.8650 1.0734 -4.6933 -0.005 0.003 -0.002 0.4123
H 0.3177 0.0062 -2.8201 0.003 -0.001 0.006 0.4700
H 1.4414 2.2926 2.1919 -0.008 -0.011 -0.001 0.3749
H 0.3825 2.9694 4.3097 -0.001 0.000 0.002 0.4106
H -1.9019 2.2056 4.8563 -0.004 0.002 0.004 0.3852
H -3.1284 0.7451 3.2774 -0.002 0.002 0.010 0.4129
H -2.0734 0.0548 1.1617 0.013 0.002 0.003 0.4390
C -2.9982 -4.2536 -1.4604 -0.017 -0.023 -0.016 -1.6837
C -1.8231 -3.6819 -0.6998 0.045 0.024 0.019 0.7456
S -1.2136 -2.1580 -1.3741 0.051 -0.246 -0.020 -0.3980
C -1.3118 -4.2729 0.3891 0.010 0.026 -0.014 0.3713
C -1.8505 -5.5589 0.9538 -0.004 -0.021 0.010 -1.4976
S 0.0592 -3.6628 1.3342 -0.050 0.021 0.068 -0.2628
H -3.2611 -3.6106 -2.2972 -0.009 0.006 -0.008 0.3783
H -3.8795 -4.3466 -0.8233 -0.006 -0.003 -0.002 0.3554
H -2.7683 -5.2418 -1.8636 -0.005 0.004 -0.004 0.3565
H -2.6974 -5.9331 0.3839 -0.003 0.003 -0.003 0.3930
H -2.1695 -5.4176 1.9889 0.002 -0.003 -0.003 0.3023
H -1.0747 -6.3273 0.9583 -0.004 -0.005 0.004 0.3173
```
Forces are in eV/Å.

Computed properties:
Kohn-Sham gap	7.41	eV
largest force on an atom	0.010	hartree/bohr

=====

(2)
Entry from the OMol25 dataset: a cluster of 2 separate species, C22H20INO5 in total at a distorted geometry (wB97M-V/def2-TZVPD).

Geometry as XYZ:
```
49
Properties=species:S:1:pos:R:3:forces:R:3:mulliken_charge:R:1
C 2.4669 -3.0498 0.4564 -0.028 0.098 -0.825 -1.1655
C 2.4941 -2.6695 -1.0387 -0.347 0.734 0.686 -0.6152
C 1.9511 -1.2511 -1.2120 0.360 0.146 -0.182 -0.2567
C 3.0291 -0.2219 -0.7563 -0.618 -0.366 -0.023 -0.6428
C 2.5836 0.7383 0.3018 0.017 0.303 0.093 0.2560
C 3.3684 0.8710 1.4518 0.099 -0.013 0.204 -0.8060
C 3.0237 1.7091 2.5037 -0.374 0.093 -0.063 -0.7157
C 1.8562 2.4602 2.4473 0.276 -0.042 -0.143 -0.9742
C 1.0543 2.3541 1.3221 0.110 -0.140 -0.018 0.6831
C 1.4057 1.5042 0.2565 -0.144 -0.041 0.121 0.5528
C 0.4415 1.4574 -0.8854 0.201 -0.309 0.577 -0.0319
O 0.7750 1.4064 -2.0397 -0.019 0.038 -0.568 -0.5352
C -1.0047 1.4807 -0.4555 -0.286 -0.058 0.118 0.8676
C -1.3197 2.3306 0.6197 0.125 0.032 -0.172 0.5085
C -2.6133 2.4388 1.0944 -0.069 -0.083 -0.272 -1.4386
C -3.6205 1.6714 0.5337 0.308 0.337 0.315 -0.1276
C -3.3311 0.7936 -0.5156 0.715 -1.840 -0.207 0.7243
N -4.3174 -0.0082 -1.0895 -1.292 2.041 0.347 -0.4127
C -5.3584 -0.3355 -0.4172 0.533 -0.161 -0.326 0.5906
C -6.7203 -0.0287 -0.9996 0.513 -0.597 0.038 -1.2292
C -5.3248 -1.0060 0.9279 -0.189 0.637 0.199 -1.2383
C -2.0190 0.7161 -1.0193 0.314 0.242 -0.181 -0.7681
I -1.6446 -0.6131 -2.6028 -0.164 0.116 0.242 0.0717
C -0.2136 3.1068 1.2229 0.225 -0.139 -0.229 -0.0882
O -0.3373 4.2613 1.5771 -0.256 0.302 0.563 -0.6260
H 3.3550 -2.6237 0.9188 0.043 -0.102 0.255 0.2540
H 1.5764 -2.6302 0.9324 -0.089 -0.159 0.199 0.2835
H 2.4801 -4.1331 0.5623 0.088 -0.051 0.252 0.3884
H 1.9332 -3.3676 -1.6615 0.000 -0.139 0.039 0.3983
H 3.5451 -2.6265 -1.3395 0.300 -0.571 -0.489 0.2864
H 1.7212 -1.0570 -2.2580 -0.078 -0.043 -0.093 0.3025
H 1.0111 -1.1025 -0.6637 -0.071 -0.068 0.087 0.1523
H 3.8887 -0.7827 -0.3911 0.330 0.211 -0.188 0.5588
H 3.3591 0.3219 -1.6377 0.215 0.101 0.033 0.3069
H 4.2659 0.2707 1.5218 0.077 -0.026 -0.098 0.5525
H 3.6277 1.7786 3.3982 0.196 -0.129 -0.045 0.3938
H 1.5748 3.0937 3.2767 -0.109 0.133 -0.066 0.4290
H -2.8212 3.1106 1.9155 -0.010 0.091 -0.003 0.4065
H -4.6184 1.7879 0.9331 -0.161 -0.206 -0.180 0.4403
H -7.4209 0.1421 -0.1832 -0.169 -0.201 -0.029 0.3549
H -7.0467 -0.8562 -1.6315 -0.301 0.084 -0.044 0.3032
H -6.6229 0.8832 -1.5770 -0.094 -0.035 -0.254 0.3415
H -5.6448 -0.3107 1.7090 -0.095 -0.062 0.080 0.3088
H -6.0541 -1.8161 0.9038 0.086 -0.166 0.104 0.4252
H -4.3322 -1.3597 1.1843 0.066 -0.105 -0.076 0.3559
C 6.4253 -2.2153 -1.9146 -0.858 0.346 0.641 0.5885
O 7.5040 -2.4750 -2.5338 0.152 -0.032 -0.097 -0.8318
O 6.2492 -1.1030 -1.2543 0.323 0.084 -0.078 -0.7596
O 5.4195 -3.0453 -1.8937 0.151 -0.284 -0.237 -0.8226
```
Forces are in eV/Å.

Computed properties:
total charge	-2
Kohn-Sham gap	1.65	eV
largest force on an atom	0.047	hartree/bohr

=====

(3)
Entry from the OMol25 dataset: an isolated molecule of C22H20N2O4 (wB97M-V/def2-TZVPD).

Geometry as XYZ:
```
48
Properties=species:S:1:pos:R:3:forces:R:3:mulliken_charge:R:1
C -0.3890 2.0039 -2.5889 0.371 -0.036 -0.345 -0.7836
O -1.7375 2.1290 -2.1848 -0.382 -0.116 0.283 -0.5334
C -2.0473 2.3670 -0.8803 -0.069 0.107 0.138 0.5370
C -3.2466 3.0505 -0.6679 0.078 -0.093 -0.112 -0.5693
C -3.6577 3.3863 0.6044 0.054 -0.010 -0.083 -0.3958
C -2.8646 3.0729 1.6983 0.048 -0.040 0.136 -0.8252
C -1.6860 2.3834 1.5036 -0.036 0.048 -0.029 -0.7468
C -1.2788 1.9955 0.2281 -0.013 0.208 -0.240 0.6857
C -0.0701 1.1224 0.1584 -0.187 -0.248 -0.049 0.1056
O 1.0133 1.4450 0.6174 0.041 0.111 0.231 -0.7211
N -0.3545 -0.0825 -0.4028 -0.349 -0.016 -0.119 0.0908
C 0.3652 -1.2951 -0.4672 -0.133 -0.740 0.288 0.2356
C -0.2740 -2.4602 -0.2571 0.627 0.414 -0.088 -0.7602
C -1.6555 -2.6591 0.1507 -0.430 0.029 0.107 0.4860
C -2.3286 -1.7931 1.0168 0.055 -0.072 0.041 -0.0999
C -3.6479 -2.0257 1.3599 -0.100 0.033 0.035 -0.6543
C -4.3216 -3.1212 0.8476 -0.027 -0.005 0.009 -0.4191
C -3.6591 -4.0019 0.0064 -0.088 -0.058 0.010 -0.5445
C -2.3389 -3.7799 -0.3300 0.091 0.143 -0.004 -0.5894
C 1.7919 -1.3797 -0.9313 0.076 -0.014 -0.267 0.1492
O 2.2332 -2.4376 -1.3451 0.079 -0.145 0.076 -0.7226
N 2.4965 -0.2326 -0.9172 0.241 0.380 0.110 0.0169
C 3.9032 -0.2210 -1.2404 0.363 -0.184 -0.291 -0.9257
C 4.7486 0.0258 -0.0297 -0.701 0.289 0.422 -0.0151
C 4.4650 0.6107 1.1690 -0.003 -0.256 -0.583 0.2088
C 5.6680 0.5705 1.9188 0.513 -0.222 -0.222 -0.7797
C 6.5870 -0.0309 1.1198 -0.002 0.368 0.814 -0.4210
O 6.0397 -0.3656 -0.0630 -0.019 -0.170 -0.501 -0.3802
H -0.0815 0.9559 -2.6453 -0.027 0.164 0.018 0.2732
H -0.3332 2.4410 -3.5868 0.038 -0.016 0.090 0.3658
H 0.2851 2.5461 -1.9225 -0.015 0.018 -0.004 0.3549
H -3.8340 3.3126 -1.5336 -0.054 0.052 -0.102 0.4445
H -4.5895 3.9131 0.7428 -0.082 0.054 -0.004 0.3985
H -3.1671 3.3577 2.6938 -0.028 0.014 0.095 0.4261
H -1.0607 2.1139 2.3419 0.067 -0.016 0.080 0.4590
H -1.3371 -0.2218 -0.6164 0.135 0.173 0.045 0.5200
H 0.3029 -3.3528 -0.4594 0.093 0.041 -0.094 0.5533
H -1.8078 -0.9610 1.4675 0.029 0.061 -0.003 0.5207
H -4.1500 -1.3474 2.0343 -0.036 0.044 0.060 0.4107
H -5.3533 -3.2963 1.1133 -0.084 -0.017 0.020 0.3900
H -4.1745 -4.8676 -0.3824 -0.034 -0.066 -0.037 0.3826
H -1.8229 -4.4666 -0.9847 0.059 -0.080 -0.060 0.4237
H 2.1549 0.5428 -0.3519 -0.152 -0.175 -0.068 0.2670
H 4.0895 0.5581 -1.9923 0.035 -0.169 0.062 0.2998
H 4.1583 -1.1929 -1.6745 -0.020 0.200 0.014 0.4044
H 3.5273 1.0200 1.4849 -0.271 0.051 -0.006 0.5965
H 5.8186 0.9400 2.9123 0.112 0.046 0.202 0.4185
H 7.6211 -0.2713 1.2654 0.137 -0.082 -0.074 0.4622
```
Forces are in eV/Å.

Computed properties:
Kohn-Sham gap	8.44	eV
largest force on an atom	0.017	hartree/bohr
SMILES string	COc1ccccc1C(=O)N/C(=C\c1ccccc1)C(=O)NCc1ccco1

=====

Question: The highest Kohn-Sham gap belongs to which entry?
Answer: C22H20N2O4

=====

Question: Which of these has the lowest Kohn-Sham gap?
Answer: C22H20INO5

=====

Question: Look up the Kohn-Sham gap of the second one.
Answer: 1.65 eV

=====

Question: The lowest Kohn-Sham gap belongs to which entry?
Answer: C22H20INO5